[1]
21
Properties=species:S:1:pos:R:3:forces:R:3 method="wB97M-V/def2-TZVPD" spin_multiplicity=1 charge=+1
C -2.85122 0.58378 0.18878 0.2 0.2 -0.3
C -1.38452 1.97240 -1.13247 0.4 -0.2 -0.2
N -1.53842 1.12156 -0.20786 0.0 0.0 0.3
H -2.88241 0.48089 1.26809 -0.1 0.1 0.0
H -2.99469 -0.38635 -0.28433 0.1 -0.1 0.1
H -3.60141 1.27155 -0.19325 -0.2 -0.1 0.2
H -2.21923 2.36704 -1.69850 -0.1 0.0 0.1
H -0.37105 2.25637 -1.39372 0.0 0.1 0.1
H -0.65024 0.82528 0.29398 -0.2 0.0 -0.3
C 0.77312 -1.96986 0.91848 0.4 0.3 0.4
C 1.21572 -0.90729 -0.06572 -1.1 0.1 -0.2
C 2.66201 -1.00757 -0.44856 0.8 0.2 0.1
O 0.94187 0.40738 0.54230 0.0 -0.5 -0.1
H -0.30003 -1.92624 1.09790 0.0 0.0 0.1
H 1.30713 -1.76008 1.84948 -0.2 -0.3 0.1
H 1.03331 -2.97272 0.58703 0.0 0.0 -0.1
H 0.52191 -0.94012 -0.92020 0.5 -0.1 -0.2
H 2.89579 -1.87818 -1.05662 -0.2 -0.1 0.0
H 3.28007 -1.07678 0.45320 -0.1 -0.1 0.0
H 3.05669 -0.14679 -0.99690 -0.4 0.1 -0.1
H 1.76492 0.89711 0.51858 0.1 0.3 0.2

[2]
21
Properties=species:S:1:pos:R:3:forces:R:3 method="wB97M-V/def2-TZVPD" spin_multiplicity=1 charge=+1
C 0.63476 1.14429 -0.39957 -0.5 2.0 -2.0
C -0.50451 0.59691 0.43394 0.6 -2.7 -3.8
C -0.19036 -0.33223 1.49745 0.3 1.2 0.9
C -0.04493 -1.62954 1.34390 0.3 -1.4 0.8
C -0.15042 0.42052 2.75909 0.8 -0.8 4.5
N 1.19467 0.09501 -1.38087 -5.2 0.4 -1.5
H 0.20761 2.15871 -0.96352 1.3 -3.0 0.8
H 1.57965 1.43257 0.01301 0.0 0.6 1.3
H -1.08954 -0.06855 -0.24526 0.1 0.9 -0.3
H -1.12681 1.38046 0.64744 -1.5 1.9 1.1
H -0.14296 -2.12948 0.35155 0.0 0.3 1.1
H 0.14200 -2.20746 2.29599 -0.1 0.2 -1.5
H 0.75127 0.00604 3.43940 -2.2 1.0 -1.2
H -0.03372 1.54297 2.71178 -0.1 -1.3 -0.3
H -1.14471 0.20597 3.35621 1.9 0.5 -1.0
H 1.74833 -0.57162 -0.96640 2.3 -1.5 1.6
H 0.36005 -0.53475 -1.80469 1.4 1.9 0.4
H 1.62631 0.59348 -2.13252 0.7 -0.1 -0.6
H -0.64703 0.38486 -3.41844 -0.3 1.4 -0.9
H -1.89191 -0.50719 -2.95023 1.8 0.4 -0.4
O -0.89606 -0.44384 -3.05964 -1.7 -1.8 1.2

[3]
21
Properties=species:S:1:pos:R:3:forces:R:3 method="wB97M-V/def2-TZVPD" spin_multiplicity=1 charge=+1
C -0.40337 1.09519 1.14638 0.0 0.2 0.6
C 0.34918 -0.15915 1.53236 0.7 -0.1 -0.5
C 1.01876 -0.86203 0.35861 -0.9 0.3 0.1
C 0.95986 -2.17868 0.24665 -0.6 -0.4 -0.4
C 1.73960 0.02531 -0.60175 1.1 -0.1 -0.7
N -1.65546 0.73744 0.41497 -0.5 0.0 -0.8
H -0.66976 1.64382 2.03179 -0.4 0.0 0.5
H 0.12939 1.83096 0.55417 0.2 -0.3 -0.4
H -0.32532 -0.82636 2.06580 0.0 -0.1 0.1
H 1.13785 0.10125 2.23740 0.0 0.3 0.1
H 0.39863 -2.80051 0.94136 0.2 0.2 0.0
H 1.35879 -2.69527 -0.61628 0.3 0.0 0.1
H 2.32675 -0.55128 -1.32700 -0.2 -0.1 0.2
H 1.16915 0.71522 -1.23606 -0.4 -0.1 0.5
H 2.48308 0.62052 -0.06390 -0.1 0.2 0.0
H -1.48714 0.61729 -0.60404 0.2 0.0 -0.2
H -2.07574 -0.14770 0.70434 0.2 0.0 0.4
H -2.38175 1.44986 0.48873 0.1 0.1 0.1
H -0.74308 -0.02468 -2.89654 -0.3 0.2 0.3
H -1.95712 0.91376 -3.01007 0.0 0.0 0.0
O -1.37232 0.49503 -2.36692 0.2 -0.2 -0.3

[4]
21
Properties=species:S:1:pos:R:3:forces:R:3 method="wB97M-V/def2-TZVPD" spin_multiplicity=1 charge=+1
C 1.74519 1.48468 0.13448 0.0 0.6 -0.2
C 1.18254 0.54970 1.21614 0.0 0.1 -0.6
C 0.94552 -0.89263 0.70526 -0.7 1.3 0.4
C -0.43798 -1.14832 0.15736 -0.5 -0.5 0.6
C -0.76726 -2.15873 -0.61550 0.3 -0.2 -0.6
N -1.56220 -0.29719 0.67198 1.3 0.0 -0.1
H 1.63484 1.08941 -0.87835 -0.1 0.0 0.0
H 1.26389 2.46571 0.16923 -0.1 -0.1 -0.1
H 2.79962 1.73130 0.26129 0.1 -0.4 0.1
H 1.82904 0.59094 2.06568 0.4 -0.3 0.6
H 0.27439 1.00965 1.57101 -0.5 0.1 0.4
H 1.25598 -1.68455 1.37993 -0.1 0.0 0.2
H 1.53578 -0.92339 -0.16202 1.2 -0.7 -1.0
H -1.75326 -2.42652 -0.97375 -0.1 0.2 0.2
H 0.04351 -2.77154 -0.98770 0.0 -0.1 0.0
H -1.28856 0.67926 0.53039 -0.6 0.1 -0.3
H -2.42335 -0.55168 0.19519 -0.3 0.3 0.1
H -1.61805 -0.39780 1.68165 -0.4 -0.2 0.3
H -1.55836 1.81462 -2.88145 -0.3 -0.2 0.1
H -1.15918 0.71027 -1.92677 -0.1 0.0 -0.4
O -1.94212 1.12681 -2.31405 0.6 0.1 0.3

[5]
21
Properties=species:S:1:pos:R:3:forces:R:3 method="wB97M-V/def2-TZVPD" spin_multiplicity=1 charge=+1
C -2.30630 0.87601 1.71660 0.3 -0.4 -0.2
C -0.45211 2.26603 1.16673 0.1 -0.2 0.0
N -0.87941 1.09704 1.40973 -0.5 0.0 -0.7
H -2.35122 0.46429 2.72078 -0.2 0.0 0.0
H -2.72669 0.17648 0.99634 0.1 -0.2 0.1
H -2.86756 1.80101 1.62323 0.2 0.1 0.2
H -1.15651 3.08848 1.14194 0.1 0.1 0.2
H 0.59563 2.43952 0.97054 0.1 -0.1 -0.2
H -0.22973 0.25708 1.21838 0.0 0.7 0.6
C 0.91619 -2.34484 -1.16050 -0.5 0.0 -0.4
C 0.60238 -0.90441 -0.80616 -0.4 -0.2 0.0
C 1.25783 0.09446 -1.73671 0.8 0.0 0.4
O 0.92746 -0.63889 0.59136 0.0 0.0 -0.5
H 0.45912 -3.01890 -0.43920 0.2 -0.1 0.1
H 1.98171 -2.53154 -1.29018 0.1 0.0 0.3
H 0.45777 -2.57854 -2.12528 0.0 0.1 0.0
H -0.48527 -0.77634 -0.82318 0.0 0.0 -0.1
H 0.80952 0.11769 -2.72406 -0.2 -0.1 0.0
H 2.31105 -0.18049 -1.85452 0.0 0.0 -0.1
H 1.26885 1.09768 -1.30828 -0.3 0.1 -0.1
H 1.86731 -0.80181 0.71243 0.1 0.0 0.3

[6]
21
Properties=species:S:1:pos:R:3:forces:R:3 method="wB97M-V/def2-TZVPD" spin_multiplicity=1 charge=+1
C 0.32446 0.68280 -1.05819 -0.6 0.1 -3.8
C -0.98988 0.87404 -0.21071 0.2 -1.6 -1.8
C -0.77708 1.70467 1.02534 0.1 -0.4 -0.6
C 0.96624 0.25177 2.03259 0.4 0.7 0.2
C 0.64564 1.39189 1.42262 -0.5 0.7 2.3
N 0.76782 -0.67216 -0.72701 2.7 -3.8 -0.6
H 0.01726 0.64812 -2.23192 0.6 -0.1 2.7
H 1.32361 1.27923 -1.17169 -2.3 -0.3 1.2
H -1.28263 -0.22775 -0.03065 0.2 1.7 0.2
H -1.75548 1.20582 -0.91400 -0.1 0.4 0.4
H -1.05631 2.73605 0.73765 0.6 -0.4 0.8
H -1.38732 1.30540 1.83029 -0.4 0.5 0.0
H 0.36135 -0.58446 2.31613 -0.8 -0.3 -0.3
H 1.93501 0.22160 2.45778 1.0 -0.3 0.3
H 1.38794 2.17087 1.57633 0.0 0.1 -0.8
H 1.66722 -0.84554 -1.28650 -1.4 -0.1 1.1
H 0.16584 -1.56889 -0.89352 0.3 2.0 -0.5
H 1.01657 -0.79938 0.29712 0.0 0.9 -1.1
H -1.15814 -3.08479 -2.53336 0.9 0.9 0.1
H -1.34032 -3.64666 -1.25142 0.6 0.3 0.9
O -0.78570 -2.94194 -1.63539 -1.4 -1.1 -0.9

Number 1: maximum force 1.10 eV/A, energy -8942.63316 eV, LUMO -4.52 eV. Number 2: maximum force 5.44 eV/A, energy -8941.18260 eV, LUMO -3.40 eV. Number 3: maximum force 1.32 eV/A, energy -8943.16043 eV, LUMO -3.23 eV. Number 4: maximum force 1.72 eV/A, energy -8942.02935 eV, LUMO -3.51 eV. Number 5: maximum force 0.93 eV/A, energy -8942.62512 eV, LUMO -4.48 eV. Number 6: maximum force 4.71 eV/A, energy -8941.24748 eV, LUMO -2.98 eV.